## one
2 unconnected molecules or ions with the total composition C5H14N3, computed with ωB97M-V/def2-TZVPD.

Properties
* 2S+1: 1
* net charge: +1
* lowest unoccupied orbital energy: -3.55 eV
* orbital gap: 9.14 eV

The geometry in XYZ format:
```
22
Properties=species:S:1:pos:R:3:nbo_charge:R:1
H 0.6199 1.6371 -2.9732 0.439
N 0.8903 0.1690 -0.7903 -0.332
C -2.4131 0.1348 2.2409 -0.663
H -3.4378 0.5498 2.3704 0.247
H 3.8893 0.7697 -1.9055 0.277
H 3.3905 2.0102 -0.9621 0.265
C 3.2591 0.9928 -1.0140 -0.702
H 0.2985 -1.5544 0.1204 0.402
H -2.2882 -0.4877 3.1548 0.224
H -2.4999 -0.4018 0.0140 0.169
N 0.9351 -0.7794 0.2115 -0.653
H -2.8063 -2.7092 1.9693 0.196
N 1.5296 1.4455 -2.5136 -0.740
H 0.0650 0.2370 -1.2907 0.385
H -1.5495 0.8609 2.1098 0.207
C -2.7103 -2.1679 1.1092 -0.410
H 2.2056 2.1104 -2.7950 0.409
H -3.1854 -2.6610 0.2767 0.209
C -2.4832 -0.8750 1.0535 -0.177
H 0.8243 -0.4718 1.1575 0.387
C 1.8979 0.7636 -1.4232 0.579
H 3.5687 0.4273 -0.1204 0.282
```

***

## two
A gas-phase ion, C5H14N3 (charge +1), computed with ωB97M-V/def2-TZVPD.

Properties
* SMILES: C[C@@H]([NH3+])C/C(N)=C/N
* 2S+1: 1
* net charge: +1
* lowest unoccupied orbital energy: -3.25 eV
* orbital gap: 7.97 eV

The geometry in XYZ format:
```
22
Properties=species:S:1:pos:R:3:nbo_charge:R:1
H 1.8523 -0.1223 2.2925 0.451
H 1.3406 0.9402 -1.9720 0.382
H -2.0040 -1.0957 -0.3269 0.211
H -1.7889 -2.5188 -2.2833 0.392
H -0.3974 2.1128 -0.5259 0.245
H 1.1862 -0.6086 -2.4242 0.388
C -0.3162 1.2546 2.5144 -0.656
H -1.5650 1.0491 0.3808 0.248
H 0.5730 -1.0426 1.6929 0.443
H 1.2845 1.8297 1.0867 0.230
H 1.7312 -0.6449 0.5192 0.489
C -1.1468 -0.9610 -1.1142 -0.020
H -1.1742 1.9197 2.3277 0.258
N -1.0082 -2.1362 -1.8827 -0.812
C -0.1660 0.0363 -0.9258 0.008
C 0.4685 1.0741 1.1967 -0.029
C -0.4505 1.1102 -0.0012 -0.463
H -0.2027 -2.1949 -2.5028 0.369
H 0.4523 1.4690 3.2574 0.225
N 1.2012 -0.2646 1.4201 -0.733
H -0.7877 0.3923 3.0500 0.236
N 1.1164 0.0336 -1.6219 -0.864
```

***

## three
A gas-phase ion, C5H14N3 (charge +1), computed with ωB97M-V/def2-TZVPD.

Properties
* SMILES: C[C@H]([NH3+])C/C(N)=C/N
* 2S+1: 1
* net charge: +1
* lowest unoccupied orbital energy: -2.93 eV
* orbital gap: 9.71 eV

The geometry in XYZ format:
```
22
Properties=species:S:1:pos:R:3:nbo_charge:R:1
N -0.6799 -0.5362 1.4196 -0.861
C 0.6453 0.6475 -0.3375 -0.463
C 1.9444 -0.8787 -1.8676 -0.637
N -0.1503 -1.6505 -0.7235 -0.703
H 1.5509 1.1686 -0.0525 0.252
H 2.8925 -0.4263 -1.6430 0.250
H 0.0573 -0.7760 2.0567 0.388
H -0.6723 -1.3717 0.1193 0.450
H -3.1053 1.6496 1.5220 0.379
H -1.0608 2.6970 0.3313 0.199
N -2.1866 1.7707 1.9338 -0.864
H -2.2260 2.6876 2.3702 0.386
H 1.5310 -0.2669 -2.6491 0.224
C -1.1702 1.7814 0.9281 -0.024
H 2.1028 -1.8643 -2.2923 0.236
H 1.5985 -1.1675 0.2353 0.209
H -1.4740 -0.3806 1.9926 0.422
H 0.0801 -2.6311 -0.6260 0.425
H 0.2835 1.1361 -1.2347 0.237
H -0.6541 -1.5120 -1.5680 0.419
C 1.0937 -0.7892 -0.6434 -0.025
C -0.4004 0.7125 0.7289 0.100
```

***

Of them, one has the lowest stability.

***

## one
2 unconnected molecules or ions with the total composition C3H10N3, computed with ωB97M-V/def2-TZVPD.

Properties
* 2S+1: 1
* net charge: +1
* lowest unoccupied orbital energy: -4.11 eV
* orbital gap: 8.19 eV

The geometry in XYZ format:
```
16
Properties=species:S:1:pos:R:3:nbo_charge:R:1
H -1.2658 0.0089 2.7284 0.315
N -1.9978 -1.7761 0.4260 -0.428
H 0.8447 2.0669 -2.0981 0.202
H 0.1888 -0.0090 1.8281 0.368
H -2.3867 -2.2612 -0.3880 0.506
C -0.6358 -0.7013 2.2259 -0.832
C 0.5825 1.0297 -2.1405 -0.452
H 1.9385 -0.2810 -1.2153 0.360
H 0.8226 0.5244 -3.0923 0.222
C -1.3380 -1.4435 1.2989 0.716
H -0.5480 1.0255 -2.1948 0.186
H -0.3744 -1.4786 2.9398 0.303
N 1.0503 0.0530 -1.1287 -0.453
H 1.8308 1.3932 0.4068 0.366
H 0.1958 1.1493 0.2535 0.336
N 1.0923 0.6996 0.1502 -0.714
```

***

## two
2 unconnected molecules or ions with the total composition C3H10N3, computed with ωB97M-V/def2-TZVPD.

Properties
* 2S+1: 1
* net charge: +1
* lowest unoccupied orbital energy: -3.25 eV
* orbital gap: 9.68 eV

The geometry in XYZ format:
```
16
Properties=species:S:1:pos:R:3:nbo_charge:R:1
N 2.6390 -0.4924 0.2729 -0.928
H -0.5116 1.5700 -1.8033 0.394
H 1.5784 0.0680 0.1368 0.439
H 3.3070 -0.1261 0.9209 0.437
H -1.6915 -0.9099 2.0682 0.254
H 1.2400 1.6247 -1.6578 0.393
H -1.4689 -1.9117 0.4722 0.245
H -3.0550 0.8724 0.7314 0.265
H 2.1800 -1.3388 0.6258 0.432
H -2.8063 -0.0440 -0.8216 0.242
C -0.9361 0.2448 0.2510 0.242
N 0.3578 1.3134 -1.3799 -0.644
H 2.9201 -0.5807 -0.6258 0.415
C -2.4287 0.1576 0.1830 -0.442
N 0.2196 0.4691 -0.2889 -0.293
C -1.5440 -0.9165 0.9151 -0.452
```

***

## three
A molecular structure, C3H10N3, computed with ωB97M-V/def2-TZVPD.

Properties
* 2S+1: 1
* net charge: +1
* lowest unoccupied orbital energy: -4.21 eV
* orbital gap: 9.51 eV

The geometry in XYZ format:
```
16
Properties=species:S:1:pos:R:3:nbo_charge:R:1
H 1.3053 -1.1526 -0.0710 0.221
N -1.5692 -0.0806 -1.0230 -0.797
C -1.0021 -1.1813 -0.2413 -0.244
N 0.7105 -0.5147 1.7794 -0.806
H 2.3579 1.1700 -0.3004 0.192
H 1.2866 2.6004 -0.7937 0.218
H 1.6059 -0.5415 2.0658 0.384
H -1.7239 -1.3044 0.5785 0.224
H -2.6162 -0.0160 -1.0156 0.433
H -0.8001 -2.0152 -0.8651 0.219
H 0.1526 0.2275 2.3100 0.379
H -1.2479 -0.0868 -2.0109 0.410
C 0.5410 -0.4438 0.4215 0.094
N 0.4180 0.8774 -0.1177 -0.476
H -0.8237 0.8006 -0.4118 0.447
C 1.4053 1.6612 -0.3047 0.103
```

***

## four
A molecular structure, C3H10N3, computed with ωB97M-V/def2-TZVPD.

Properties
* 2S+1: 1
* net charge: +1
* lowest unoccupied orbital energy: -3.69 eV
* orbital gap: 10.16 eV

The geometry in XYZ format:
```
16
Properties=species:S:1:pos:R:3:nbo_charge:R:1
N 0.0022 -0.5764 -0.1520 -0.175
N 0.3164 0.5650 0.3281 -0.096
H -1.7324 -0.7116 1.0504 0.239
N 0.3872 2.8058 1.0858 -0.760
H 1.7203 -0.5359 -1.4514 0.245
H -0.1040 3.6424 0.6085 0.467
H -1.1526 -0.0158 -1.6177 -0.011
H -1.6348 -1.7656 -0.1578 0.236
C 0.2432 1.6954 0.5718 0.600
H -0.7862 0.3659 -2.2012 0.006
H 0.6963 2.7958 2.0420 0.446
C -0.9778 -1.3171 0.5840 -0.461
H 1.6843 -1.5421 0.1729 0.217
H -0.6688 -2.1660 1.2790 0.236
C 1.1575 -1.2248 -0.6944 -0.439
H 0.8493 -2.0149 -1.4481 0.250
```

***

Of them, four has the lowest stability.

***

## one
2 unconnected molecules or ions with the total composition C3H10N3, computed with ωB97M-V/def2-TZVPD.

Properties
* 2S+1: 1
* net charge: +1
* lowest unoccupied orbital energy: -4.06 eV
* orbital gap: 9.02 eV

The geometry in XYZ format:
```
16
Properties=species:S:1:pos:R:3:nbo_charge:R:1
H 1.7623 1.0689 1.1810 0.369
H -1.8351 -1.4783 -1.0099 0.281
C 2.3863 0.2408 -0.5963 -0.438
N -1.7469 1.5154 0.0895 -0.507
C -1.6156 0.3409 0.0161 0.627
H 0.3952 -1.1523 0.0626 0.383
H 3.4469 0.3997 -0.4047 0.243
H 2.2747 -0.7210 -1.1000 0.203
H -3.3320 -0.6014 -0.5868 0.307
H 2.0210 1.0357 -1.2540 0.188
N 0.3450 -0.2898 0.6103 -0.597
H -2.4126 -1.4490 0.6688 0.284
H 0.0993 -0.5497 1.5674 0.393
H -1.1988 2.3235 0.3179 0.450
C -2.3237 -0.8652 -0.2513 -0.761
N 1.7337 0.1818 0.6894 -0.426
```

***

## two
A molecular structure, C3H10N3, computed with ωB97M-V/def2-TZVPD.

Properties
* 2S+1: 1
* net charge: +1
* lowest unoccupied orbital energy: -3.91 eV
* orbital gap: 10.04 eV

The geometry in XYZ format:
```
16
Properties=species:S:1:pos:R:3:nbo_charge:R:1
N 3.2294 0.0192 -0.0892 -0.734
H 3.5921 0.1140 -0.9752 0.430
H -1.3630 0.4670 -2.2496 0.046
C -1.2430 -1.3737 0.4560 -0.422
H 3.8943 0.1202 0.6714 0.440
H -0.5424 1.9735 0.3122 0.225
C -1.2096 1.1568 0.4149 -0.436
H -0.6620 -2.2061 0.4814 0.223
H -1.8378 -1.4571 -0.4936 0.234
H -1.7024 -1.4280 1.4565 0.239
H -1.6862 1.3121 1.4224 0.241
C 1.9764 0.0116 0.1978 0.570
H -0.8536 0.5194 -1.6522 -0.049
N 0.8346 -0.2521 0.0944 -0.081
H -2.0119 1.1323 -0.3687 0.246
N -0.4149 -0.1090 0.3214 -0.171
```

***

Of them, two has the lowest stability.